Model a:
Molecular formula: ArH22O11
Method: DFT, ωB97M-V/def2-TZVPD

```
! wB97M-V def2-TZVPD RIJCOSX def2/J DEFGRID3
* xyz 0 1
Ar 0.36 -0.30 -0.43
O -2.07 -3.61 -0.70
H -2.89 -4.08 -0.55
H -2.27 -2.98 -1.39
O -2.27 1.10 1.78
H -1.88 0.25 1.58
H -3.21 0.93 1.78
O 0.07 -2.55 2.36
H 0.76 -1.92 2.55
H -0.64 -2.02 1.99
O -1.53 2.50 -0.53
H -1.83 1.91 0.17
H -0.61 2.67 -0.33
O 2.26 -0.60 2.29
H 2.37 -0.82 1.36
H 3.13 -0.72 2.66
O 0.90 1.43 -3.91
H 0.91 1.79 -4.80
H 0.95 0.48 -4.04
O -1.73 1.24 -2.98
H -1.59 1.76 -2.19
H -0.87 1.19 -3.39
O -2.46 -1.84 1.47
H -3.23 -2.18 1.94
H -2.34 -2.44 0.74
O 0.79 3.21 0.34
H 1.10 2.82 1.16
H 0.62 4.13 0.56
O 2.08 2.11 2.53
H 2.94 2.35 2.18
H 1.99 1.18 2.32
O 3.16 -2.49 -2.45
H 3.29 -2.77 -1.54
H 3.73 -1.72 -2.54
*
```

Properties
Gap between HOMO and LUMO   0.3487 hartree



Model b:
Molecular formula: ArH22O11
Method: DFT, ωB97M-V/def2-TZVPD

```
! wB97M-V def2-TZVPD RIJCOSX def2/J DEFGRID3
* xyz 0 1
Ar 0.58 0.67 -0.48
O 2.05 -2.78 -2.16
H 1.39 -2.39 -2.72
H 2.85 -2.27 -2.32
O -2.18 3.72 -1.09
H -2.35 4.21 -0.29
H -2.13 2.80 -0.80
O -1.37 2.16 3.58
H -2.12 2.58 3.18
H -1.08 1.51 2.94
O 1.07 -3.18 0.36
H 1.11 -2.22 0.44
H 1.47 -3.36 -0.50
O -0.04 -2.18 -3.81
H 0.13 -2.43 -4.72
H -0.18 -1.24 -3.85
O -1.63 -1.29 0.66
H -2.11 -2.03 1.03
H -1.03 -1.02 1.36
O 0.13 -0.34 2.40
H 0.65 0.47 2.42
H 0.01 -0.56 3.32
O 1.66 2.17 2.26
H 2.39 2.34 1.66
H 1.02 2.85 2.04
O -2.51 1.16 -0.05
H -2.00 0.36 0.13
H -3.07 0.92 -0.78
O 3.96 2.48 0.81
H 4.08 1.53 0.77
H 4.09 2.78 -0.09
O -1.96 -2.63 -1.97
H -1.64 -2.23 -1.16
H -1.21 -2.57 -2.57
*
```

Properties
Gap between HOMO and LUMO   0.3778 hartree



Here is how they stack up, most stable first: model b, model a.



Model a:
Molecular formula: C2H2FN3
Method: DFT, ωB97M-V/def2-TZVPD

```
! wB97M-V def2-TZVPD RIJCOSX def2/J DEFGRID3
* xyz 0 1
F 2.04 -0.14 -0.18
C 0.73 -0.03 -0.05
C -0.09 1.05 -0.06
N -1.38 0.65 -0.13
N -1.52 -0.64 -0.18
N -0.23 -1.02 -0.08
H 0.46 2.05 0.22
H -0.01 -1.92 0.46
*
```

Properties
Gap between HOMO and LUMO   0.3999 hartree
SMILES   Fc1cnn[nH]1



Model b:
Molecular formula: C2H2FN3
Method: DFT, ωB97M-V/def2-TZVPD

```
! wB97M-V def2-TZVPD RIJCOSX def2/J DEFGRID3
* xyz 0 1
C -2.33 -0.41 0.23
C -1.35 0.53 0.16
N -3.08 -1.28 0.28
N -1.01 1.69 0.23
N 0.59 -0.91 -0.25
F 1.05 -1.08 1.04
H -0.06 2.01 0.14
H 0.11 -1.79 -0.45
*
```

Properties
Gap between HOMO and LUMO (alpha / beta)   0.2855 / 0.3555 hartree



Here is how they stack up, most stable first: model a, model b.



Model a:
Molecular formula: C7H18N
Method: DFT, ωB97M-V/def2-TZVPD

```
! wB97M-V def2-TZVPD RIJCOSX def2/J DEFGRID3
* xyz 0 2
C -0.98 -0.76 -1.30
C -2.00 -1.32 -0.31
C -1.79 -2.83 -0.19
C -1.87 -0.65 1.04
H -0.96 0.33 -1.40
H 0.01 -1.11 -1.00
H -1.15 -1.15 -2.31
H -3.00 -1.12 -0.72
H -2.55 -3.28 0.45
H -0.81 -3.02 0.26
H -1.82 -3.34 -1.16
H -1.97 0.44 0.94
H -2.63 -0.97 1.75
H -0.88 -0.83 1.48
C 2.03 1.42 1.82
C 1.43 2.05 0.57
C 2.29 1.69 -1.74
N 1.63 1.26 -0.62
H 1.35 0.72 2.30
H 2.95 0.89 1.55
H 2.28 2.20 2.55
H 0.36 2.23 0.68
H 1.90 3.02 0.37
H 2.30 1.09 -2.63
H 2.69 2.69 -1.75
H 1.19 0.35 -0.65
*
```

Properties
Gap between HOMO and LUMO (alpha / beta)   0.2457 / 0.4018 hartree



Model b:
Molecular formula: C7H18N
Method: DFT, ωB97M-V/def2-TZVPD

```
! wB97M-V def2-TZVPD RIJCOSX def2/J DEFGRID3
* xyz 0 2
C -0.94 0.50 2.62
C -0.01 -0.70 2.41
C -0.60 -2.60 0.96
N -0.18 -1.37 1.11
H -0.80 1.30 1.86
H -2.00 0.21 2.56
H -0.69 0.93 3.62
H 1.03 -0.40 2.50
H -0.30 -1.42 3.18
H -0.78 -3.09 0.02
H -0.84 -3.11 1.89
H 0.04 -0.79 0.30
C 1.47 0.63 -0.77
C 0.64 0.77 -2.04
C -0.75 0.14 -1.86
C 0.46 2.25 -2.39
H 2.36 1.34 -0.81
H 0.89 1.04 0.08
H 1.82 -0.40 -0.54
H 1.20 0.31 -2.92
H -1.34 0.07 -2.81
H -1.40 0.71 -1.19
H -0.67 -0.91 -1.51
H 1.40 2.75 -2.56
H -0.13 2.31 -3.39
H -0.12 2.83 -1.66
*
```

Properties
Gap between HOMO and LUMO (alpha / beta)   0.2277 / 0.4145 hartree



Here is how they stack up, most stable first: model a, model b.



Model a:
Molecular formula: C6H10N3O
Method: DFT, ωB97M-V/def2-TZVPD

```
! wB97M-V def2-TZVPD RIJCOSX def2/J DEFGRID3
* xyz 1 1
H 2.14 -3.97 -1.05
N 1.80 -3.04 -0.79
C 2.66 -2.31 -0.27
O 3.85 -2.81 0.07
C 2.40 -0.87 0.02
N 1.32 -0.19 0.05
C 0.01 -0.75 -0.22
N -0.93 0.35 0.05
C -0.68 1.63 0.25
C -1.76 2.48 0.56
C -3.07 2.13 0.46
H 4.35 -2.12 0.45
H 3.22 -0.22 0.13
H -0.03 -1.10 -1.19
H -0.35 -1.61 0.41
H -1.98 0.19 0.02
H 0.41 1.81 0.29
H -1.54 3.54 0.87
H -3.92 2.78 0.58
H -3.34 1.12 0.16
*
```

Properties
Gap between HOMO and LUMO   0.3136 hartree
SMILES   [H]/N=C(O)/C=N\C/[NH+]=C/C=C



Model b:
Molecular formula: C6H10N3O
Method: DFT, ωB97M-V/def2-TZVPD

```
! wB97M-V def2-TZVPD RIJCOSX def2/J DEFGRID3
* xyz 1 1
N 0.54 -2.05 0.27
C -0.05 -0.85 0.02
C -1.49 -0.68 0.04
C -2.61 -0.38 0.38
C -3.74 0.48 0.48
O -4.52 0.52 -0.69
C 0.47 0.36 -0.37
N 1.82 0.84 -0.34
C 2.88 0.07 -0.33
N 4.12 0.45 -0.12
H 1.63 -2.18 0.05
H 0.06 -2.82 0.55
H -4.23 0.11 1.32
H -3.40 1.57 0.80
H -5.23 1.11 -0.71
H -0.21 1.19 -0.62
H 2.00 1.91 -0.50
H 2.69 -0.97 -0.26
H 4.97 -0.17 0.08
H 4.30 1.48 -0.07
*
```

Properties
Gap between HOMO and LUMO (alpha / beta)   0.2983 / 0.2983 hartree
SMILES   N/C(C#CCO)=C\NC=[NH2+]



Here is how they stack up, most stable first: model a, model b.